No. 1
# C20H61F4N7O16PbS4

C20H61F4N7O16PbS4 as an isolated structure (ωB97M-V/def2-TZVPD, the Open Molecules 2025 dataset).

Kohn-Sham gap: 8.273 eV
Total charge: 0
HOMO level: -9.079 eV

Each line ends with the Mulliken charge.
Element x y z (Å)
Pb: 1.61860 0.47066 0.14895  2.31
N: 1.08673 -1.79234 -0.69808  -0.09
S: -0.12170 -2.51940 -1.20964  0.70
O: -0.99072 -3.42075 -0.39383  -0.58
O: -0.13463 -2.73654 -2.61422  -0.63
F: -1.03932 -1.19196 -1.18741  -0.22
S: 2.12560 -3.19843 -0.96954  0.84
O: 2.97194 -3.31063 -2.16181  -0.56
O: 1.59806 -4.44248 -0.42142  -0.56
F: 3.23842 -2.90361 0.23368  -0.29
N: 1.50687 2.87078 -0.03158  0.09
S: 1.95736 4.32143 0.89173  0.81
O: 1.49182 4.49516 2.29471  -0.59
O: 2.32014 5.52871 0.18934  -0.53
F: 3.46201 3.67945 1.15814  -0.31
S: 0.45272 3.69921 -0.68736  0.69
O: 0.93083 4.53480 -1.75882  -0.59
O: -0.73182 4.03340 0.11971  -0.68
F: -0.14283 2.51023 -1.53814  -0.24
O: -0.69466 1.06438 1.21034  0.02
H: -0.96667 0.35913 1.79760  -0.03
H: -1.35453 1.74682 1.33309  0.16
O: 5.48214 -1.36849 1.39112  -0.71
H: 6.13453 -1.09619 2.03647  0.29
H: 4.89737 -1.95329 1.87308  0.32
O: 4.18992 0.88796 0.57298  -0.40
H: 4.85802 0.28926 0.90678  0.17
H: 4.68336 1.64084 0.24753  0.24
C: 1.98420 0.31446 4.16430  -1.63
C: 2.56474 -0.74080 3.20718  1.30
C: 3.14530 -1.92386 3.86246  -1.04
O: 3.72700 -2.79717 2.93784  -0.14
C: 4.15521 -3.97860 3.48250  -0.90
N: 1.53679 -1.22717 2.27911  0.15
H: 1.13091 0.10260 4.80859  0.37
H: 1.53852 1.07449 3.52256  0.28
H: 2.73146 0.82287 4.77357  0.41
H: 3.28086 -0.19800 2.59022  -0.22
H: 2.31520 -2.41164 4.37345  0.41
H: 3.80593 -1.53227 4.63597  0.48
H: 5.19402 -3.75811 3.72819  0.31
H: 4.16647 -4.69390 2.66011  0.24
H: 3.55718 -4.51337 4.22038  0.33
H: 1.92559 -2.07505 1.89176  0.01
H: 0.71396 -1.40021 2.83868  -0.17
C: -5.37958 -1.85924 4.41220  -1.36
C: -4.70904 -3.18811 4.72981  0.97
C: -3.16092 -3.11009 5.02653  -1.05
O: -2.37283 -2.33169 4.07452  -0.21
C: -1.70686 -3.04642 3.03905  -0.25
N: -5.37417 -3.82467 5.83507  -0.75
H: -5.61074 -1.33804 5.34119  0.44
H: -6.36268 -1.92639 3.94624  0.38
H: -4.85192 -1.11172 3.81985  0.10
H: -4.86288 -3.81345 3.85039  0.15
H: -2.75648 -4.10148 5.23068  0.40
H: -3.11460 -2.60629 5.99200  0.36
H: -2.46037 -3.47389 2.37754  0.30
H: -0.97908 -3.75994 3.42548  0.53
H: -1.08813 -2.35120 2.47164  -0.51
H: -5.05335 -4.76323 6.02560  0.22
H: -6.37720 -3.91671 5.76052  0.23
C: 2.71793 -0.73234 -4.40053  -1.69
C: 3.01538 0.30623 -3.28117  0.61
C: 3.85650 1.58122 -3.74680  -0.70
O: 5.18716 1.14772 -4.05637  -0.37
C: 6.11918 2.13772 -4.12729  -0.78
N: 1.77626 0.47457 -2.56780  0.89
H: 2.01068 -1.51580 -4.12834  0.31
H: 3.70889 -1.15016 -4.57807  0.52
H: 2.43656 -0.38610 -5.39504  0.27
H: 3.58831 -0.24667 -2.53676  0.27
H: 3.81207 2.34926 -2.97463  0.46
H: 3.46125 2.10780 -4.61547  0.38
H: 5.93329 2.86111 -4.92118  0.30
H: 7.13285 1.80475 -4.35024  0.29
H: 6.28916 2.60559 -3.15760  0.29
H: 1.35779 -0.43308 -2.42235  -0.56
H: 1.15294 0.90224 -3.23763  -0.34
C: 0.49458 2.35543 -6.04499  -1.59
C: -0.37768 2.34781 -4.76046  1.14
C: -1.85358 2.80551 -4.99805  -0.99
O: -2.64514 2.76590 -3.85232  -0.25
C: -3.02295 4.11240 -3.39490  -0.56
N: -0.51447 0.96014 -4.33304  -0.56
H: 1.01755 3.31161 -6.06252  0.37
H: -0.11760 2.06936 -6.90027  0.41
H: 1.24308 1.56434 -6.00000  0.25
H: 0.07315 2.99888 -4.01149  -0.20
H: -2.32823 2.02644 -5.59459  0.22
H: -1.93141 3.74407 -5.54681  0.56
H: -3.80426 3.87776 -2.67199  0.09
H: -3.46977 4.64112 -4.23685  0.40
H: -2.12164 4.49060 -2.91250  0.24
H: -1.29571 1.19652 -3.73814  0.19
H: -0.81923 0.35903 -5.08529  0.29
C: -4.77516 2.06013 -0.37888  -1.65
C: -4.40831 1.37194 0.97844  0.21
C: -3.82777 -0.00556 0.68224  0.80
O: -4.93173 -0.73503 0.05337  -0.48
C: -4.46347 -1.97792 -0.45913  -0.51
N: -3.40979 2.10271 1.68193  -0.49
H: -3.90721 2.21032 -1.02092  0.21
H: -5.29643 2.95678 -0.04364  0.54
H: -5.64917 1.56402 -0.80088  0.45
H: -5.27468 1.20199 1.61768  0.40
H: -3.52509 -0.60765 1.53897  -0.16
H: -2.90903 0.10384 0.10600  -0.41
H: -3.93760 -2.68649 0.18078  0.10
H: -3.81321 -1.75272 -1.30444  0.23
H: -5.27281 -2.58975 -0.85754  0.34
H: -3.25182 1.57323 2.52739  0.23
H: -3.51223 3.02888 2.07157  0.19

Cartesian forces, eV/Å:
Pb 0.14 0.33 -0.07
N 5.58 -3.01 0.82
S -11.33 -1.42 -0.82
O 3.15 2.11 -1.25
O 1.22 -1.12 -0.68
F 0.09 0.62 0.65
S 4.69 -2.81 1.30
O -2.37 1.51 2.16
O -0.16 2.24 -1.22
F -1.14 0.90 -1.27
N 3.27 2.68 4.16
S 5.20 0.83 5.78
O 0.12 -1.31 -3.87
O -1.13 -1.60 0.28
F -1.07 0.15 -0.18
S -7.78 0.94 -6.19
O -0.73 0.11 1.05
O 2.52 0.39 -0.75
F -0.54 -1.20 -0.37
O 1.15 -0.76 -0.04
H -0.16 -0.29 0.14
H -0.94 0.89 -0.25
O 0.61 0.74 -0.44
H 0.37 -0.04 0.17
H -0.64 -0.56 0.30
O -0.48 0.56 -0.25
H 0.31 -1.18 0.19
H -0.14 0.54 -0.17
C -0.23 0.62 -0.56
C -0.92 1.01 -0.38
C 0.03 0.40 1.47
O -1.66 1.62 -0.28
C 1.67 -1.79 -1.00
N -0.02 0.93 0.03
H 0.16 -1.00 0.12
H 0.23 0.36 -0.17
H 0.14 -0.19 -0.10
H 0.46 -0.13 0.17
H -0.05 -0.36 0.23
H 0.72 -0.49 0.17
H 0.13 -0.88 0.94
H 0.25 -0.05 -0.18
H -0.16 0.87 0.55
H -0.50 -0.49 -0.22
H -0.28 -0.49 -0.19
C -0.39 1.06 0.76
C 0.56 -0.28 -1.71
C -0.82 1.02 -0.15
O -0.44 -0.49 0.97
C -0.46 0.23 0.33
N -0.01 -0.23 1.41
H 0.20 0.01 0.36
H 0.03 -0.63 -0.20
H 0.54 -0.52 -0.18
H 0.38 -0.09 -0.52
H 0.14 -0.22 -0.52
H 0.29 0.37 -0.05
H 0.38 -0.38 -0.20
H -0.30 -0.51 0.14
H -0.39 0.30 -0.14
H 0.34 -0.04 -0.14
H -0.05 0.43 -0.36
C 1.86 0.23 -0.59
C 0.57 -1.35 -0.85
C -0.58 -0.93 0.39
O -1.44 -1.52 0.39
C 1.49 1.35 0.08
N -0.52 1.98 0.97
H 0.19 0.09 0.34
H -0.09 -0.67 -0.20
H -0.31 0.67 0.21
H 1.03 0.15 -0.31
H 0.39 -0.07 0.55
H -0.43 -0.35 -0.36
H -0.42 0.42 0.11
H -0.21 -0.97 -0.25
H -0.47 0.61 0.18
H 0.11 -0.26 -0.49
H -1.05 0.29 0.20
C -0.44 0.15 1.07
C -0.27 -0.10 -2.28
C 0.63 -0.34 -1.15
O -0.41 1.40 0.72
C 0.18 -2.49 0.22
N 0.39 0.91 1.55
H -0.17 0.01 -0.87
H 0.00 0.66 -0.30
H 0.13 0.05 0.37
H 0.08 -0.36 0.35
H 0.36 -0.04 -0.78
H 0.01 0.29 0.11
H 0.11 0.51 0.18
H 0.40 0.41 0.15
H -0.34 0.85 -0.15
H -0.56 -1.82 0.90
H -0.20 0.12 -0.18
C -1.29 -0.18 2.19
C -0.43 -0.31 -1.51
C -1.42 -0.59 -0.38
O 1.55 -0.40 0.64
C -0.10 -0.03 -1.22
N 2.20 -0.02 1.49
H -0.28 0.01 0.00
H 0.69 0.85 -0.34
H 0.64 -0.62 -0.56
H -0.54 0.16 -0.32
H -0.07 0.20 0.67
H -0.23 -0.13 -0.80
H 0.26 0.56 0.81
H 0.27 -0.20 -0.07
H -0.47 0.49 0.05
H 0.32 -0.26 0.35
H -0.92 0.38 -0.85

=====

No. 2
# C6H10O4

C6H10O4 as an isolated structure (ωB97M-V/def2-TZVPD, the Open Molecules 2025 dataset).

Kohn-Sham gap (spin up / spin down): 8.204 / 8.203 eV
Total charge: 0
HOMO level (spin up / spin down): -8.510 / -8.510 eV

Each line ends with the Mulliken charge.
Element x y z (Å)
C: 0.24720 1.00531 -0.13635  0.14
C: -0.49955 0.09245 -1.06056  0.48
C: -2.01254 0.20249 -0.96863  -1.82
C: 0.01080 -1.28244 -0.44977  0.71
C: 0.38842 -0.46191 1.23245  -0.22
C: 1.55300 -0.68916 1.83756  -0.69
O: -0.33633 2.01900 0.51533  -0.54
O: 1.49565 1.28759 -0.52567  -0.47
O: 1.26819 -1.61486 -0.99334  -0.54
O: -0.80896 -2.19003 -0.26015  -0.68
H: -1.25384 1.79061 0.72478  0.43
H: 1.90359 1.89418 0.11119  0.42
H: 1.80911 -0.81991 -1.10266  0.36
H: -0.14456 0.23494 -2.08435  0.42
H: -0.52542 -0.42069 1.81910  0.30
H: -2.36569 0.06404 0.05673  0.43
H: -2.44627 -0.62022 -1.53251  0.39
H: -2.38069 1.15608 -1.35150  0.40
H: 1.62938 -0.86509 2.90402  0.28
H: 2.46853 -0.78238 1.26434  0.21

Cartesian forces, eV/Å:
C 0.21 -1.98 1.52
C 0.13 -0.72 0.11
C 0.15 -0.04 0.08
C -1.28 -0.33 -2.98
C 0.25 2.11 0.43
C -0.22 -0.15 -0.10
O -0.01 0.17 0.02
O 0.06 0.31 -0.13
O -0.28 0.04 0.72
O 1.13 0.87 0.49
H 0.08 0.00 -0.10
H -0.03 -0.11 -0.02
H -0.17 -0.04 0.02
H -0.12 -0.02 -0.10
H -0.04 -0.12 0.08
H 0.05 -0.01 0.04
H -0.04 0.09 -0.04
H 0.01 -0.05 -0.06
H 0.00 -0.25 0.00
H 0.12 0.22 0.00

=====

The records above give, respectively, energy above the lowest of the compared OMol25 structures with the same formula, charge and spin values of 139.4 354.5 kJ/mol.
The records above give, respectively, F_max values of 11.5 3.3 eV Å⁻¹.